This record from OMol25 describes a structure of composition C58H46N6OP2RbS2. The level of theory is wB97M-V/def2-TZVPD.

Positions of all 116 atoms, in Å:
Rb (0.47, 1.09, -0.89)
O (0.61, 0.71, 3.96)
S (0.48, -0.15, 2.75)
C (1.50, -1.61, 3.15)
C (2.07, -1.58, 4.42)
C (2.92, -2.59, 4.81)
C (3.22, -3.63, 3.94)
C (2.65, -3.65, 2.67)
C (1.78, -2.64, 2.25)
P (1.00, -2.65, 0.59)
C (2.23, -3.60, -0.36)
C (1.81, -4.56, -1.29)
C (2.72, -5.19, -2.11)
C (4.07, -4.88, -2.02)
C (4.50, -3.93, -1.11)
C (3.58, -3.29, -0.29)
C (-0.32, -3.90, 0.80)
C (-1.45, -3.72, 0.00)
C (-2.51, -4.61, 0.06)
C (-2.48, -5.68, 0.94)
C (-1.37, -5.86, 1.76)
C (-0.30, -4.97, 1.69)
C (-1.15, -0.93, 2.73)
C (-1.34, -2.15, 3.37)
C (-2.53, -2.84, 3.24)
C (-3.53, -2.32, 2.42)
C (-3.35, -1.08, 1.83)
C (-2.20, -0.32, 2.02)
P (-2.12, 1.33, 1.16)
C (-1.35, 2.42, 2.42)
C (-0.29, 3.23, 2.03)
C (0.28, 4.12, 2.93)
C (-0.21, 4.20, 4.22)
C (-1.26, 3.39, 4.62)
C (-1.83, 2.51, 3.72)
C (-3.85, 1.96, 1.32)
C (-4.76, 1.62, 2.32)
C (-6.00, 2.25, 2.39)
C (-6.33, 3.23, 1.46)
C (-5.43, 3.57, 0.47)
C (-4.19, 2.94, 0.39)
H (1.84, -0.74, 5.06)
H (3.37, -2.57, 5.80)
H (3.89, -4.42, 4.24)
H (2.90, -4.44, 1.99)
H (0.76, -4.81, -1.38)
H (2.38, -5.92, -2.83)
H (4.79, -5.36, -2.68)
H (5.54, -3.66, -1.05)
H (3.92, -2.52, 0.40)
H (-1.50, -2.87, -0.67)
H (-3.38, -4.45, -0.58)
H (-3.31, -6.37, 1.00)
H (-1.33, -6.69, 2.46)
H (0.55, -5.12, 2.34)
H (-0.54, -2.58, 3.95)
H (-2.66, -3.80, 3.72)
H (-4.44, -2.88, 2.25)
H (-4.16, -0.68, 1.23)
H (0.12, 3.20, 1.02)
H (1.10, 4.75, 2.61)
H (0.24, 4.89, 4.93)
H (-1.64, 3.45, 5.63)
H (-2.65, 1.88, 4.04)
H (-4.52, 0.87, 3.06)
H (-6.69, 1.98, 3.17)
H (-7.30, 3.72, 1.51)
H (-5.67, 4.34, -0.25)
H (-3.48, 3.24, -0.37)
C (4.80, 2.98, 1.14)
C (4.27, 1.91, 1.85)
C (3.68, 0.85, 1.18)
C (3.59, 0.82, -0.22)
C (4.12, 1.92, -0.92)
C (4.72, 2.97, -0.25)
N (2.89, -0.20, -0.84)
C (3.29, -0.69, -2.00)
C (4.66, -0.66, -2.44)
C (5.07, -1.24, -3.60)
C (4.17, -1.91, -4.45)
C (2.85, -1.96, -4.08)
C (2.39, -1.37, -2.89)
N (1.04, -1.34, -2.56)
N (0.25, -1.91, -3.35)
C (-1.12, -1.77, -2.97)
C (-1.99, -2.72, -3.52)
C (-3.33, -2.66, -3.19)
C (-3.76, -1.64, -2.35)
C (-2.83, -0.73, -1.88)
N (-1.53, -0.79, -2.17)
H (5.26, 3.82, 1.66)
H (4.30, 1.91, 2.93)
H (3.28, 0.01, 1.74)
H (4.04, 1.93, -2.00)
H (5.10, 3.81, -0.82)
H (5.38, -0.17, -1.79)
H (6.13, -1.20, -3.86)
H (4.51, -2.37, -5.37)
H (2.13, -2.46, -4.70)
H (-1.58, -3.48, -4.18)
H (-4.02, -3.39, -3.59)
H (-4.80, -1.54, -2.07)
H (-3.14, 0.10, -1.25)
C (-0.15, 8.33, 0.37)
C (0.29, 6.95, -0.04)
C (1.59, 6.51, 0.22)
C (1.88, 5.22, -0.18)
N (0.99, 4.43, -0.77)
C (-0.25, 4.93, -0.99)
S (-1.41, 3.91, -1.74)
N (-0.61, 6.18, -0.63)
H (0.54, 9.09, 0.01)
H (-0.18, 8.41, 1.46)
H (-1.14, 8.52, -0.02)
H (2.33, 7.14, 0.70)
H (2.86, 4.78, 0.00)

## Properties
charge = -1
energy above the lowest of the compared OMol25 structures with the same formula, charge and spin = 0.0 kJ/mol
E_LUMO = 1.921 eV
Kohn-Sham gap = 0.2218 Eh
total energy = -4144.8297 Eh

=====

This record from OMol25 describes a cluster of 7 separate species, C58H46NO19P in total. The level of theory is wB97M-V/def2-TZVPD.

Positions of all 125 atoms, in Å:
O (-1.83, -2.49, 5.59)
C (-2.75, -2.92, 4.70)
O (-3.49, -2.02, 3.76)
C (-2.73, -1.97, 2.51)
C (-3.36, -0.87, 1.41)
C (-2.17, 0.29, 1.25)
C (-0.77, -0.03, 0.39)
C (-0.58, -1.49, -0.36)
C (-1.32, -1.43, -1.85)
C (-2.11, -2.85, -2.21)
C (-1.34, -4.16, -2.91)
C (-2.16, -5.57, -3.30)
C (-3.77, -5.74, -3.00)
C (-4.55, -4.47, -2.31)
C (-3.74, -3.06, -1.94)
C (0.39, 1.18, 0.33)
C (1.83, 1.01, -0.44)
C (1.50, 0.54, -2.13)
C (2.93, 0.38, -3.10)
O (2.01, -0.87, -2.55)
C (0.13, 2.64, 1.10)
P (1.41, 4.08, 1.11)
O (1.74, 4.61, -0.37)
C (-1.26, 2.89, 1.93)
C (-2.41, 1.72, 2.02)
C (-3.63, 2.29, 2.96)
O (-4.60, 1.64, 3.63)
N (-3.33, 3.80, 2.92)
O (-4.15, 4.39, 2.03)
C (-1.83, 4.15, 2.80)
O (-1.19, 5.22, 3.33)
H (-2.99, -4.07, 4.72)
H (-2.61, -3.03, 2.02)
H (-1.63, -1.62, 2.80)
H (-3.63, -1.37, 0.38)
H (-4.31, -0.40, 1.94)
H (-1.14, -2.35, 0.23)
H (0.56, -1.78, -0.51)
H (-2.10, -0.54, -1.93)
H (-0.56, -1.26, -2.73)
H (-0.19, -4.15, -3.19)
H (-1.59, -6.46, -3.81)
H (-4.31, -6.75, -3.30)
H (-5.72, -4.61, -2.12)
H (-4.40, -2.20, -1.48)
H (2.52, 0.16, 0.00)
H (2.41, 2.00, -0.63)
H (0.47, 1.02, -2.67)
H (3.86, -0.17, -2.64)
H (2.85, -0.11, -4.16)
H (2.64, 3.60, 1.75)
H (0.98, 5.23, 1.86)
H (-4.77, 3.64, 1.73)
C (4.62, 5.82, 5.54)
C (4.05, 5.25, 4.47)
C (3.38, 3.94, 4.58)
O (2.86, 3.41, 3.60)
C (3.35, 3.29, 5.91)
C (3.91, 3.87, 6.97)
C (4.59, 5.18, 6.87)
O (5.11, 5.71, 7.84)
H (5.12, 6.78, 5.48)
H (4.06, 5.71, 3.49)
H (2.85, 2.34, 5.97)
H (3.90, 3.41, 7.95)
C (-4.12, -8.58, 1.43)
C (-3.61, -7.35, 1.36)
C (-2.37, -7.07, 0.61)
O (-1.90, -5.94, 0.54)
C (-1.72, -8.21, -0.07)
C (-2.23, -9.44, 0.00)
C (-3.47, -9.72, 0.75)
O (-3.94, -10.85, 0.81)
H (-5.02, -8.80, 1.98)
H (-4.07, -6.50, 1.85)
H (-0.81, -7.99, -0.62)
H (-1.76, -10.29, -0.49)
C (8.98, 5.37, 11.50)
C (8.34, 4.21, 11.69)
C (6.89, 4.08, 11.41)
O (6.31, 3.02, 11.59)
C (6.19, 5.27, 10.91)
C (6.83, 6.43, 10.72)
C (8.27, 6.56, 11.00)
O (8.86, 7.62, 10.82)
H (10.04, 5.48, 11.70)
H (8.84, 3.33, 12.06)
H (5.13, 5.16, 10.71)
H (6.32, 7.32, 10.35)
C (-1.45, -5.79, -6.82)
C (-1.50, -5.10, -7.97)
C (-0.27, -4.72, -8.68)
O (-0.31, -4.09, -9.73)
C (1.02, -5.13, -8.08)
C (1.07, -5.82, -6.94)
C (-0.17, -6.20, -6.22)
O (-0.13, -6.83, -5.18)
H (-2.35, -6.08, -6.28)
H (-2.44, -4.79, -8.42)
H (1.92, -4.85, -8.62)
H (2.00, -6.13, -6.49)
C (3.72, 9.63, -2.74)
C (3.15, 9.06, -3.81)
C (2.48, 7.75, -3.70)
O (1.96, 7.22, -4.68)
C (2.45, 7.10, -2.37)
C (3.01, 7.68, -1.31)
C (3.69, 8.99, -1.41)
O (4.21, 9.52, -0.44)
H (4.22, 10.59, -2.80)
H (3.16, 9.52, -4.79)
H (1.95, 6.15, -2.31)
H (3.00, 7.22, -0.33)
C (-4.79, -1.52, -7.27)
C (-5.65, -0.94, -8.10)
C (-6.55, -1.74, -8.96)
O (-7.34, -1.21, -9.72)
C (-6.45, -3.21, -8.85)
C (-5.58, -3.79, -8.01)
C (-4.69, -2.98, -7.16)
O (-3.89, -3.51, -6.39)
H (-4.12, -0.94, -6.63)
H (-5.74, 0.14, -8.19)
H (-7.11, -3.79, -9.48)
H (-5.50, -4.87, -7.93)

## Properties
charge = 0
E_LUMO = -2.197 eV
SMILES = O=COCCc1c(CCc2ccccc2)c(C[C@H]2CO2)c([PH2]=O)c2c1C(=O)N(O)C2=O.O=C1C=CC(=O)C=C1.O=C1C=CC(=O)C=C1.O=C1C=CC(=O)C=C1.O=C1C=CC(=O)C=C1.O=C1C=CC(=O)C=C1.O=C1C=CC(=O)C=C1
Kohn-Sham gap = 0.2376 Eh
total energy = -4062.1169 Eh